Record 1
A 2-piece molecular cluster, C4H10N2 overall in a non-equilibrium geometry. Source: the OMol25 dataset; level of theory: ωB97M-V/def2-TZVPD.

HOMO level in eV: -9.452
SMILES string: C=NC.C=NC

```
16
C4H10N2, DFT ωB97M-V/def2-TZVPD
C 2.262 -2.025 -4.147
N 1.489 -2.047 -5.127
C 1.748 -1.165 -6.227
H 2.090 -2.694 -3.308
H 3.192 -1.451 -4.034
H 2.030 -1.788 -7.077
H 2.614 -0.490 -6.074
H 0.999 -0.453 -6.548
C -2.834 2.308 4.634
N -1.986 1.398 4.614
C -1.393 0.842 5.802
H -3.150 2.763 3.709
H -3.373 2.746 5.486
H -1.601 -0.226 5.774
H -1.768 1.285 6.736
H -0.318 0.997 5.788
```

=====

Record 2
One molecule with the formula C25H29N5OS2 in a non-equilibrium geometry. Source: the OMol25 dataset; level of theory: ωB97M-V/def2-TZVPD.

HOMO level in eV: -8.019
SMILES string: C=CCn1c(CSCc2ccccc2)nnc1SCC(=O)N1CCN(c2ccccc2)CC1

```
62
C25H29N5OS2, DFT ωB97M-V/def2-TZVPD
C -3.042 -3.900 -1.603
C -2.509 -2.693 -1.610
C -3.293 -1.438 -1.351
N -2.663 -0.682 -0.298
C -2.724 -0.889 1.051
C -3.587 -1.878 1.717
S -5.371 -1.556 1.447
C -5.488 0.185 1.993
C -4.963 1.146 0.973
C -4.020 2.103 1.320
C -3.523 2.972 0.365
C -3.961 2.893 -0.945
C -4.910 1.947 -1.297
C -5.412 1.083 -0.342
N -1.905 -0.081 1.667
N -1.281 0.669 0.745
C -1.737 0.304 -0.423
S -1.219 0.951 -1.949
C 0.471 1.318 -1.398
C 1.110 0.012 -0.930
O 0.613 -1.067 -1.192
N 2.234 0.128 -0.199
C 2.976 1.329 0.099
C 4.403 1.177 -0.439
N 5.026 0.011 0.146
C 6.409 -0.019 0.308
C 7.186 -1.113 -0.077
C 8.548 -1.131 0.160
C 9.173 -0.061 0.774
C 8.413 1.032 1.159
C 7.052 1.053 0.936
C 4.299 -1.193 -0.186
C 2.867 -1.059 0.338
H -2.453 -4.780 -1.793
H -4.094 -4.056 -1.422
H -1.452 -2.537 -1.780
H -4.320 -1.667 -1.058
H -3.302 -0.807 -2.246
H -3.390 -1.861 2.788
H -3.421 -2.880 1.319
H -4.953 0.268 2.939
H -6.555 0.339 2.164
H -3.656 2.155 2.336
H -2.779 3.703 0.646
H -3.561 3.560 -1.694
H -5.257 1.880 -2.317
H -6.148 0.338 -0.612
H 0.391 2.038 -0.585
H 0.999 1.741 -2.252
H 2.508 2.203 -0.347
H 3.012 1.457 1.188
H 4.982 2.069 -0.208
H 4.354 1.074 -1.538
H 6.733 -1.954 -0.579
H 9.127 -1.989 -0.151
H 10.237 -0.077 0.953
H 8.884 1.872 1.648
H 6.475 1.902 1.272
H 4.766 -2.046 0.305
H 4.273 -1.370 -1.273
H 2.267 -1.922 0.047
H 2.886 -0.979 1.431
```

=====

Record 3
A 5-piece molecular cluster, C3H17NO4 overall in a non-equilibrium geometry. Source: the OMol25 dataset; level of theory: ωB97M-V/def2-TZVPD.

HOMO level in eV: -8.583
SMILES string: CC(C)N.O.O.O.O

```
25
C3H17NO4, DFT ωB97M-V/def2-TZVPD
C -0.461 1.391 -0.665
C 0.686 1.860 0.238
C 0.206 2.823 1.294
N 1.305 0.694 0.936
H -0.842 0.372 -0.508
H -1.258 2.119 -0.452
H -0.199 1.347 -1.723
H 1.501 2.224 -0.416
H -0.530 3.558 0.917
H -0.206 2.285 2.148
H 0.783 3.706 1.613
H 1.919 0.158 0.354
H 0.600 0.249 1.494
O -0.167 -2.226 1.772
H 0.029 -2.003 2.679
H 0.628 -2.016 1.245
O -2.912 -0.903 -1.386
H -3.078 -0.631 -2.293
H -3.049 -0.179 -0.759
O 1.002 -1.030 -1.730
H 1.258 -1.759 -1.138
H 1.048 -1.490 -2.569
O 0.938 -3.525 -0.530
H 0.737 -3.450 0.417
H 0.063 -3.572 -0.938
```

=====

Going through the records in order, we get E values of -267.833619; -2115.439861; -480.162135 a.u..
Going through the records in order, we get Kohn-Sham gap values of 0.3933; 0.3142; 0.3337 Ha.